{
  "formula": "C23H18ClIN4O2S4SbYb",
  "method": "ωB97M-V with the def2-TZVPD basis set",
  "symbols": ["Yb", "S", "Sb", "S", "S", "Cl", "C", "C", "C", "I", "C", "O", "C", "N", "C", "C", "C", "C", "H", "H", "H", "H", "S", "C", "N", "N", "C", "C", "C", "C", "C", "N", "H", "H", "H", "H", "H", "H", "C", "C", "O", "C", "C", "C", "C", "C", "C", "H", "H", "H", "H", "H", "H", "H", "H"],
  "positions_angstrom": [[-0.39773, 0.26443, -0.35330], [-2.44400, 0.43709, -4.71582], [-1.41282, 2.33462, -4.10745], [-1.48211, 2.45077, -1.60459], [0.37507, 1.83590, -2.39757], [3.53095, -5.49225, -2.08415], [2.93083, -3.94303, -1.51711], [3.63826, -3.26711, -0.57496], [3.19567, -2.01351, -0.11787], [4.32467, -1.00100, 1.31189], [2.01752, -1.41362, -0.56665], [1.60930, -0.25732, -0.17616], [1.27066, -2.16140, -1.56392], [0.12527, -1.58268, -2.02447], [-0.52437, -2.17141, -2.99140], [-0.13663, -3.40565, -3.54384], [0.97484, -4.02566, -3.06452], [1.73620, -3.40233, -2.05339], [4.54996, -3.69613, -0.18163], [-1.38385, -1.63994, -3.38505], [-0.73113, -3.84525, -4.33596], [1.29377, -4.98403, -3.45564], [-0.60554, -3.81484, 0.93899], [-0.67263, -2.20490, 1.24821], [-0.73815, -1.05151, 1.45836], [-3.24680, 1.11163, 1.38286], [-3.62684, -0.05413, 0.75038], [-4.74166, -0.76362, 1.20959], [-5.13663, -1.89286, 0.53002], [-4.43048, -2.28916, -0.59910], [-3.33885, -1.52991, -0.96434], [-2.91884, -0.44350, -0.30958], [-3.54020, 1.21943, 2.33623], [-2.34011, 1.49009, 1.17166], [-5.27053, -0.41906, 2.09073], [-5.98942, -2.46554, 0.87685], [-4.70101, -3.16907, -1.16687], [-2.75160, -1.80971, -1.82670], [-0.73577, 3.41327, 2.88284], [0.17093, 2.79758, 1.85396], [-0.28744, 1.99227, 1.08688], [1.60481, 3.20720, 1.79987], [2.39694, 2.81881, 0.72705], [3.72631, 3.20867, 0.67114], [4.26939, 3.97688, 1.68791], [3.48476, 4.36488, 2.76668], [2.15279, 3.98437, 2.81654], [-1.76587, 3.17954, 2.63387], [-0.60921, 4.49513, 2.92409], [-0.50463, 3.00788, 3.87100], [1.98380, 2.20720, -0.05545], [4.33947, 2.89050, -0.16152], [5.31150, 4.27240, 1.64436], [3.90668, 4.96147, 3.56581], [1.54448, 4.28808, 3.66122]],
  "atomic_forces_ev_per_a": [[-2.14, -0.34, -0.82], [-0.01, -0.01, -0.03], [-0.03, -0.11, 0.18], [-0.41, 0.89, -0.42], [0.38, 0.65, -0.82], [-0.08, 0.12, 0.03], [-0.08, -0.10, -0.13], [0.05, 0.19, 0.18], [-0.14, -0.12, -0.07], [-0.04, 0.03, -0.04], [0.45, 0.04, 0.08], [2.04, -0.70, 0.00], [0.20, -0.08, 0.00], [0.47, -0.11, 0.29], [-0.23, -0.08, -0.26], [-0.18, 0.07, -0.11], [0.13, -0.10, 0.03], [-0.04, -0.04, -0.02], [0.00, 0.03, 0.01], [-0.02, -0.04, -0.02], [0.03, 0.05, 0.05], [0.00, 0.05, 0.03], [-0.03, 0.25, 0.05], [-0.09, -0.42, 0.19], [-0.07, -0.73, 0.88], [-0.36, -0.08, -0.17], [0.07, 0.22, 0.16], [-0.10, -0.03, 0.06], [-0.04, -0.03, 0.03], [-0.02, 0.02, 0.00], [0.06, -0.06, -0.10], [-0.27, -0.06, -0.01], [0.04, -0.07, 0.08], [0.15, -0.05, 0.01], [0.01, -0.02, -0.05], [0.03, 0.03, -0.01], [0.03, 0.05, 0.03], [0.00, -0.01, 0.00], [0.04, 0.15, 0.16], [0.71, 1.02, 0.87], [-0.24, -0.37, -0.42], [-0.37, -0.01, 0.10], [0.16, -0.01, -0.01], [-0.07, -0.10, -0.04], [0.08, 0.06, 0.06], [-0.10, -0.02, 0.01], [0.12, 0.14, 0.19], [-0.04, -0.02, 0.00], [0.00, -0.01, 0.01], [0.00, 0.00, -0.02], [-0.06, -0.14, -0.14], [-0.02, 0.01, 0.00], [-0.04, -0.01, 0.01], [0.00, -0.02, -0.02], [0.06, -0.02, -0.06]],
  "homo_lumo_gap_ha": 0.192,
  "charge": -1,
  "total_energy_ha": -5006.638097,
  "max_force_ev_per_a": 2.31,
  "lumo_energy_ev": 1.81
}